21
Properties=species:S:1:pos:R:3:forces:R:3:mulliken_charge:R:1 method="wB97M-V/def2-TZVPD" e_tot_ha=-1845.6629 fmax_ha_per_bohr=0.0871 homo_energy_ev="-8.970 / -6.978" de_lowest_kcal_mol=63.8 orbital_gap_ha="0.330 / 0.180" spin_multiplicity=1
C -1.52331 -0.13533 0.61867 -0.35 -1.85 -0.86 -0.35
C 0.50162 -1.49755 1.96597 -0.44 -0.48 0.73 -0.36
Cl 2.91553 -0.44041 -3.14188 0.09 0.21 -0.56 -0.19
C 0.79111 1.77461 -2.87304 -2.25 -0.30 -0.14 0.30
H 1.25855 0.27322 2.40276 2.83 2.61 1.82 0.50
P 1.29498 0.15848 -2.16889 0.38 -0.53 2.36 0.80
H -0.87789 2.51837 0.23475 -0.44 0.09 -0.15 0.47
H -2.18748 0.49028 0.08031 -1.18 0.03 -0.37 0.42
C -0.43736 0.52695 1.07990 1.50 1.65 1.17 1.08
O 1.51184 0.34982 -0.73273 0.37 0.12 -0.89 -0.42
C -1.60171 -1.52885 0.73775 3.03 2.72 1.03 -0.81
F 0.32873 1.65017 -4.11906 0.32 0.61 0.33 -0.17
Cl 0.01764 -1.39012 -2.45136 0.02 0.71 -0.52 -0.19
C -0.33131 1.91053 0.92185 2.44 1.85 2.22 -1.17
F -0.11933 2.45002 -2.10833 1.53 -0.87 -1.20 -0.12
H 1.14881 -1.97012 2.76061 -0.54 0.24 -1.43 0.31
H -0.69896 -3.26196 1.48376 0.28 -0.27 0.10 0.39
C -0.56119 -2.20285 1.34478 0.05 -0.10 0.74 -0.44
H 0.47010 2.45169 1.60981 -1.77 -1.05 -1.81 0.13
C 0.55264 -0.13023 1.83404 -2.69 -3.35 -1.28 -0.75
H -2.45301 -1.99672 0.52032 -3.17 -2.04 -1.29 0.57